Record 1
# C5H12N2O2

A cluster of 2 separate species, C5H12N2O2 in total (the ωB97M-V functional and the def2-TZVPD basis, OMol25).

```
21
Properties=species:S:1:pos:R:3:forces:R:3
C -1.847682 0.176383 2.053055 0.400 0.794 1.342
N -0.786189 0.225651 2.766004 -0.721 -0.213 -0.331
C -0.580731 -0.855210 -0.060744 1.899 0.879 -1.230
N -0.307678 -1.977862 0.433168 -0.622 -0.261 0.678
H 0.429008 0.444635 1.950368 1.508 0.388 -2.217
H -0.742868 -0.437973 3.534982 -0.223 -0.112 -0.070
H 0.486280 -1.932093 1.080035 0.214 0.172 -0.356
H -1.953237 0.923143 1.272676 0.134 -0.222 -0.323
H -2.705282 -0.447358 2.277493 0.010 -0.256 0.039
H -1.405706 -0.777515 -0.763101 -0.311 0.064 0.027
C 1.422213 0.113249 -1.271314 -0.226 0.214 0.362
C 0.725505 -0.058455 -2.615562 0.094 0.104 0.130
C 0.460158 0.381827 -0.092310 -1.175 -1.495 -0.100
O -0.327641 1.535793 -0.342327 -0.317 0.203 -0.012
O 1.151692 0.476232 1.070057 -0.764 -0.067 2.190
H 0.209409 2.300911 -0.102366 0.063 -0.083 -0.020
H 2.007094 -0.770707 -1.018014 0.058 0.007 0.015
H 2.101756 0.968814 -1.304505 0.064 -0.008 0.027
H 0.175283 -0.996016 -2.658476 -0.030 -0.075 -0.067
H 0.028762 0.759681 -2.789554 -0.042 0.031 -0.035
H 1.459851 -0.053131 -3.419566 -0.013 -0.064 -0.050
```
Positions in Å, forces in eV/Å.

Computed properties:
**Structure (SMILES)**: [H]/N=C\C(O)(O)CC.C=N
**Energy relative to the best compared isomer or geometry (same formula, charge and spin)**: 65.81 kcal per mole


Record 2
# C4H13N4S

A cluster of 2 separate species, C4H13N4S in total (the ωB97M-V functional and the def2-TZVPD basis, OMol25).

```
22
Properties=species:S:1:pos:R:3:forces:R:3
C -1.927093 0.116236 -1.869011 5.039 4.009 1.636
C 0.826283 -0.222818 -0.012740 1.636 -1.378 1.335
C -0.167488 -2.512817 1.398533 0.478 -1.990 0.046
C 1.260769 1.779293 1.295639 1.953 0.122 0.525
N -0.445333 -0.793630 -0.234859 -1.277 -1.718 -0.866
N -0.807746 -1.856803 0.268191 -1.183 0.147 -0.105
N -1.995591 1.357846 -1.395878 -0.504 -1.568 -2.273
N 0.766719 1.159889 0.123417 -1.764 -0.405 -1.690
S 2.003132 -0.981662 -1.304392 -1.046 2.236 -0.210
H -0.853220 0.078214 -2.263503 -2.314 -1.648 -0.807
H 1.241751 -0.585311 0.895050 0.369 -0.695 0.972
H 0.929200 -2.714977 1.326832 -0.794 -0.441 -0.567
H -0.127594 -1.759405 2.147546 -0.604 0.436 1.285
H -0.787620 -3.482697 1.704444 1.512 2.403 -0.718
H 0.566015 2.059802 2.076050 -0.806 0.437 -0.399
H 1.796144 0.952895 1.775906 0.879 0.696 0.391
H 1.914773 2.640064 1.007037 -0.402 -0.801 0.674
H -2.688262 -0.520477 -1.472588 -0.060 -1.039 -0.647
H -1.494710 2.213379 -1.679689 -0.058 -1.106 0.245
H -2.842726 1.440008 -0.951383 -2.144 1.570 1.703
H 1.027649 1.453443 -0.772998 0.595 2.037 -0.789
H 1.804944 0.179535 -2.061597 0.493 -1.303 0.259
```
Positions in Å, forces in eV/Å.

Computed properties:
**Total charge**: +1
**Energy relative to the best compared isomer or geometry (same formula, charge and spin)**: 93.12 kcal per mole


Record 3
# C27H71BF4N4O9

A cluster of 6 separate species, C27H71BF4N4O9 in total (the ωB97M-V functional and the def2-TZVPD basis, OMol25).

```
116
Properties=species:S:1:pos:R:3:forces:R:3
C 1.755893 -0.039316 -0.846154 0.091 0.216 0.693
C 0.651048 0.292345 0.205255 0.205 -0.729 -0.819
C -0.707801 0.321036 -0.478048 -0.561 0.870 -0.565
O 0.618687 -0.541476 1.308236 0.070 -1.122 0.335
H 2.718158 0.245635 -0.413886 0.159 -0.286 -0.110
H 1.670726 0.531683 -1.773563 -0.198 0.104 0.059
H 1.795635 -1.094378 -1.129307 -0.173 -0.069 0.123
H 0.892099 1.324295 0.509540 -0.200 0.233 0.098
H -1.104843 -0.644278 -0.805733 0.261 -0.264 0.490
H -0.709200 0.906659 -1.406173 0.287 0.194 0.121
H -1.431724 0.826385 0.167884 -0.161 -0.319 0.091
C 2.116391 6.361073 -0.216772 1.216 -0.143 -0.498
O 2.515810 5.080126 0.275755 0.401 0.257 0.590
C 3.128592 4.243570 -0.670690 -0.441 -0.584 -0.222
C 3.669164 3.016651 0.026506 0.889 0.486 0.848
N 4.592596 3.418217 1.182494 -0.808 -0.074 -1.278
H 5.508036 3.529437 0.735812 0.165 -0.053 0.245
H 4.295551 4.336114 1.520642 -0.097 -0.159 0.454
C 4.776510 2.350774 2.240675 1.948 1.433 -0.796
C 3.653121 2.187152 3.219896 -0.375 0.090 -0.571
O 3.379256 3.365957 3.919279 0.069 0.858 0.141
C 2.097404 3.995708 3.653353 1.268 -1.535 -0.598
H 2.699551 6.594535 -1.114877 -0.455 -0.231 -0.345
H 2.491595 7.142708 0.443595 -0.709 -0.139 0.548
H 1.048542 6.347132 -0.409832 -0.042 0.385 0.059
H 3.929012 4.730593 -1.236572 -0.050 0.226 0.066
H 2.367479 3.880758 -1.371953 0.189 0.042 -0.271
H 4.360759 2.476330 -0.619473 -0.618 -0.502 -0.244
H 2.892211 2.415574 0.490221 -0.079 -0.161 -0.349
H 5.707417 2.760127 2.643219 -0.177 -0.561 0.988
H 5.120111 1.498908 1.653588 -0.499 -0.352 0.259
H 3.964489 1.429107 3.940274 -0.169 -0.190 -0.118
H 2.783034 1.853451 2.638047 -0.199 -0.265 0.401
H 1.345844 3.307067 4.037890 -0.424 0.515 0.269
H 1.989079 4.040964 2.566749 -0.301 0.424 0.011
H 2.154837 4.978948 4.100450 -0.348 -0.016 0.147
C -8.974156 3.294640 -5.588435 -2.359 -0.277 -0.078
O -8.368727 2.019527 -5.794401 1.328 0.347 0.252
C -7.204511 2.120811 -6.591966 -0.036 0.162 -0.560
C -6.332179 0.857026 -6.484924 -0.715 0.543 -0.717
N -6.373504 0.246884 -5.117908 -0.012 0.317 0.068
H -7.309076 -0.130502 -4.965256 -0.002 -0.205 -0.289
H -5.701103 -0.520028 -5.087772 0.004 -0.026 0.283
C -6.197291 1.203176 -3.917079 0.332 -1.529 -0.373
C -4.744579 1.633832 -3.789677 0.149 0.151 1.191
O -3.967868 0.528341 -3.321765 -0.287 -1.120 -1.343
C -2.587347 0.713375 -3.639856 -0.074 0.507 0.079
H -9.623772 3.155637 -4.723413 0.286 0.213 0.214
H -9.698036 3.482579 -6.389271 0.290 0.029 -0.240
H -8.388417 4.207878 -5.486200 0.803 -0.513 0.113
H -6.640273 3.034168 -6.385825 0.060 -0.056 0.420
H -7.515143 2.220719 -7.637195 0.206 -0.083 -0.104
H -5.313396 1.045232 -6.816454 0.125 0.187 0.449
H -6.716228 0.161399 -7.230562 -0.092 -0.523 0.503
H -6.417062 0.553241 -3.068684 -0.046 0.149 0.121
H -7.053136 1.855332 -4.076327 0.666 0.777 0.330
H -4.594813 2.305929 -2.939205 -0.695 0.906 -0.574
H -4.358465 2.064472 -4.715814 0.102 0.015 0.000
H -2.318418 1.685070 -3.218782 0.511 -0.048 -0.134
H -2.389191 0.694724 -4.714798 -0.257 0.184 -0.097
H -1.961387 -0.065599 -3.215618 -0.354 -0.084 0.365
C -4.236883 -2.718849 5.356794 -0.179 -0.977 -0.295
O -2.929029 -2.612831 4.765417 -1.621 1.131 0.352
C -2.586409 -1.245873 4.548220 3.398 -0.895 -0.318
C -2.180887 -0.962376 3.095438 -1.566 -0.070 -0.290
N -1.288278 -2.035797 2.543055 -1.119 -0.031 -0.055
H -0.707815 -1.580765 1.800356 1.210 0.884 -0.228
H -0.688213 -2.323517 3.311272 0.249 0.100 -0.104
C -1.905889 -3.295868 1.968275 1.059 -0.492 1.511
C -2.144013 -3.284327 0.499190 -0.759 0.773 -1.091
O -3.121689 -2.261733 0.294370 0.257 -0.574 0.041
C -3.569634 -2.196696 -1.033369 -0.459 0.513 -0.447
H -4.414621 -2.118781 6.249495 0.508 0.270 -0.038
H -4.350342 -3.759300 5.654294 -0.007 -0.024 -0.047
H -5.016714 -2.492086 4.628174 0.000 0.106 -0.093
H -1.585739 -1.230922 5.010914 -0.179 0.600 0.570
H -3.159183 -0.451759 5.017157 -0.572 -0.288 -0.147
H -1.628094 -0.028325 3.022375 0.099 -0.017 0.072
H -3.057772 -0.887585 2.452492 0.160 -0.126 -0.243
H -2.776036 -3.541499 2.572778 -0.249 0.215 -0.352
H -1.166189 -4.038754 2.277710 -0.120 -0.351 -0.497
H -2.489485 -4.249553 0.110020 -0.429 -0.167 0.601
H -1.303514 -3.107777 -0.184293 0.545 0.431 0.626
H -2.871548 -1.680582 -1.702630 0.269 -0.230 0.122
H -4.469498 -1.579664 -1.043637 -0.036 -0.131 0.105
H -3.813498 -3.180659 -1.445468 0.051 -0.050 0.087
C 4.692617 -6.337306 0.274896 1.391 -0.932 -0.376
O 4.049944 -5.095513 0.318478 -0.138 0.642 0.351
C 2.671388 -5.172143 0.482612 -0.997 -0.289 0.087
C 2.016153 -3.797471 0.619043 0.636 -0.325 0.641
N 2.675256 -2.929921 1.660278 0.300 0.827 -0.954
H 1.950231 -2.212751 1.820216 0.205 0.832 0.027
H 2.917302 -3.353006 2.556575 -0.062 -0.436 -0.132
C 3.949240 -2.236472 1.130915 -1.273 -0.825 -0.295
C 4.451816 -1.295248 2.165150 1.487 0.186 0.842
O 4.820487 -2.054015 3.313248 -0.562 -0.522 -0.014
C 5.474712 -1.297752 4.313836 -0.316 -0.339 0.513
H 4.734732 -6.905593 1.210220 -0.761 0.203 0.153
H 5.754417 -6.180677 0.071978 -0.149 0.445 -0.166
H 4.343362 -6.971169 -0.545452 -0.352 0.029 0.133
H 2.371784 -5.765612 1.356649 0.352 -0.072 0.199
H 2.207176 -5.688288 -0.366684 -0.056 0.086 -0.126
H 0.991113 -3.860197 0.981374 -0.117 -0.494 -0.335
H 2.003092 -3.235036 -0.310958 0.183 0.121 0.064
H 3.637421 -1.804401 0.183042 0.166 0.560 0.214
H 4.615646 -3.056269 0.872869 0.271 0.211 0.380
H 3.756364 -0.522536 2.504422 -0.289 0.056 -0.534
H 5.381593 -0.845537 1.797667 -0.289 0.324 -0.378
H 5.631411 -1.958478 5.165520 0.357 -0.224 -0.248
H 4.834249 -0.524549 4.751955 -0.022 0.336 -0.480
H 6.421028 -0.903052 3.945344 0.021 0.160 0.063
B 6.660497 0.985777 -0.829938 -0.151 0.311 -0.740
F 6.947521 1.778240 0.330696 -0.607 0.228 0.022
F 7.676462 0.076260 -0.977028 -0.240 -0.127 -0.108
F 5.374392 0.366667 -0.685135 -0.004 -0.350 0.863
F 6.462594 1.824474 -1.949321 0.441 0.180 0.366
```
Positions in Å, forces in eV/Å.

Computed properties:
**Total charge**: +2
**Energy relative to the best compared isomer or geometry (same formula, charge and spin)**: 0.00 kcal per mole